11
Properties=species:S:1:pos:R:3:forces:R:3:mulliken_charge:R:1 method="wB97M-V/def2-TZVPD" e_tot_ha=-322.4685 e_above_lowest_ev=2.880 spin_multiplicity=1 homo_energy_ev=-8.770 total_charge=0 gap_ev=8.8
C -0.866 -0.651 1.324 -0.12 -0.14 0.28 -0.81
N -0.393 0.071 0.169 -0.29 -0.08 0.04 -0.19
C 0.868 0.084 -0.244 -1.17 0.19 -0.50 0.51
O 1.848 -0.379 0.334 -0.68 0.88 -1.37 -0.63
C 0.839 0.927 -1.882 -1.55 -2.24 4.53 0.11
O -0.201 1.222 -2.390 1.79 0.06 -0.22 -0.47
H 0.000 -1.121 1.795 -0.16 0.06 -0.03 0.31
H -1.346 0.020 2.042 0.05 -0.11 -0.06 0.27
H -1.577 -1.426 1.022 0.08 0.08 0.11 0.29
H -1.040 0.464 -0.502 -0.16 -0.08 0.20 0.21
H 1.868 0.789 -1.668 2.22 1.38 -2.99 0.41

11
Properties=species:S:1:pos:R:3:forces:R:3:mulliken_charge:R:1 method="wB97M-V/def2-TZVPD" e_tot_ha=-322.5079 e_above_lowest_ev=1.807 spin_multiplicity=1 homo_energy_ev=-9.809 total_charge=0 gap_ev=10.8
N 0.589 1.065 -0.828 0.32 -0.29 0.21 -0.61
C 1.241 0.014 -0.552 -0.06 0.34 -0.70 0.15
O 0.599 -1.129 -0.286 0.15 0.04 0.18 -0.33
C -0.777 -0.906 -0.003 -0.32 -0.13 -0.12 -0.30
C -0.898 0.284 0.933 0.26 0.06 0.79 0.08
O -0.143 0.409 1.866 -0.48 0.02 0.02 -0.48
H 1.162 1.891 -0.933 0.21 -0.04 -0.14 0.21
H 2.319 -0.125 -0.504 -0.01 0.06 -0.06 0.38
H -1.119 -1.825 0.486 -0.06 0.25 -0.09 0.29
H -1.355 -0.704 -0.907 0.11 -0.15 -0.04 0.29
H -1.701 1.016 0.747 -0.13 -0.18 -0.03 0.33

11
Properties=species:S:1:pos:R:3:forces:R:3:mulliken_charge:R:1 method="wB97M-V/def2-TZVPD" e_tot_ha=-322.4370 e_above_lowest_ev=3.736 spin_multiplicity=1 homo_energy_ev=-9.779 total_charge=0 gap_ev=10.7
O 2.165 -0.794 -0.232 0.33 -0.05 -0.37 -0.37
N 1.502 0.303 0.329 -0.74 0.20 -0.13 -0.57
C 0.257 0.166 0.181 0.32 0.09 0.18 0.45
C -0.917 1.015 0.573 0.04 0.33 0.20 -0.22
O -1.802 0.032 0.004 -0.21 -0.05 -0.01 -0.39
C -0.714 -0.801 -0.441 0.17 -0.26 -0.15 -0.15
H 2.980 -0.389 -0.560 0.00 -0.25 0.23 0.35
H -0.982 1.977 0.051 0.02 -0.10 0.07 0.21
H -1.083 1.165 1.645 0.03 -0.07 -0.12 0.22
H -0.746 -1.811 -0.015 0.02 0.19 -0.04 0.24
H -0.659 -0.863 -1.535 0.02 -0.02 0.15 0.22

11
Properties=species:S:1:pos:R:3:forces:R:3:mulliken_charge:R:1 method="wB97M-V/def2-TZVPD" e_tot_ha=-322.5055 e_above_lowest_ev=1.872 spin_multiplicity=1 homo_energy_ev=-9.666 total_charge=0 gap_ev=10.5
N 0.890 1.140 -0.382 0.17 -0.21 -0.20 -0.54
C 1.314 -0.028 -0.605 0.07 -0.09 0.24 0.13
O 0.540 -1.113 -0.498 -0.05 0.34 0.04 -0.35
C -0.806 -0.900 -0.018 -0.05 0.09 0.26 -0.30
C -1.051 0.417 0.773 -0.03 -0.30 -0.21 0.09
O -0.826 0.476 1.956 -0.21 0.03 -0.39 -0.49
H 1.643 1.817 -0.415 -0.03 0.12 -0.12 0.22
H 2.340 -0.309 -0.849 -0.15 -0.03 -0.05 0.38
H -0.975 -1.697 0.708 -0.04 -0.07 -0.16 0.24
H -1.499 -1.013 -0.865 0.24 0.23 0.22 0.27
H -1.568 1.211 0.196 0.08 -0.11 0.37 0.34

11
Properties=species:S:1:pos:R:3:forces:R:3:mulliken_charge:R:1 method="wB97M-V/def2-TZVPD" e_tot_ha=-322.5072 e_above_lowest_ev=1.826 spin_multiplicity=1 homo_energy_ev=-10.289 total_charge=0 gap_ev=11.1
N 1.782 -1.094 -0.691 -0.47 0.41 0.61 -0.70
C 0.770 -0.544 -0.190 0.24 0.39 -0.26 0.50
C -0.506 -0.984 0.449 0.08 -0.04 -0.07 -0.19
O -1.374 0.047 0.010 -0.59 0.07 0.21 -0.36
C -0.622 1.236 -0.043 -0.51 0.12 0.20 -0.13
O 0.707 0.848 -0.269 -0.39 -0.25 0.17 -0.38
H 2.206 -0.195 -0.941 1.41 -0.72 -0.80 0.33
H -0.886 -1.942 0.094 0.17 0.16 0.00 0.25
H -0.387 -1.012 1.546 -0.11 0.06 -0.20 0.22
H -1.009 1.847 -0.867 0.17 -0.15 0.13 0.19
H -0.682 1.792 0.902 0.00 -0.05 0.01 0.26

11
Properties=species:S:1:pos:R:3:forces:R:3:mulliken_charge:R:1 method="wB97M-V/def2-TZVPD" e_tot_ha=-322.4826 e_above_lowest_ev=2.497 spin_multiplicity=1 homo_energy_ev=-10.732 total_charge=0 gap_ev=11.4
C -0.853 -0.670 0.915 0.29 -1.10 -1.42 -0.69
C -0.112 0.558 0.603 -0.50 0.42 -0.41 0.60
N -0.648 1.588 0.128 0.45 0.21 0.88 -0.62
O 1.194 0.133 0.277 0.18 0.05 -0.60 -0.34
C 1.066 -0.293 -1.030 1.17 1.27 -0.86 0.01
O 0.436 0.305 -1.856 0.41 -0.88 0.00 -0.43
H -1.915 -0.439 1.129 0.55 -0.60 -0.76 0.28
H -0.434 -1.341 1.661 0.14 0.31 0.17 0.31
H -0.459 -1.170 -0.157 -2.69 0.23 2.73 0.18
H 0.046 2.108 -0.406 -0.12 0.28 0.19 0.29
H 1.689 -1.162 -1.236 0.11 -0.18 0.07 0.42

11
Properties=species:S:1:pos:R:3:forces:R:3:mulliken_charge:R:1 method="wB97M-V/def2-TZVPD" e_tot_ha=-322.5304 e_above_lowest_ev=1.195 spin_multiplicity=1 homo_energy_ev=-10.542 total_charge=0 gap_ev=11.4
C -1.334 0.354 -0.305 -0.01 0.09 -0.05 -0.92
C -0.746 -1.009 -0.254 0.08 -0.24 -0.22 0.61
O -1.013 -1.991 -0.875 0.08 0.57 0.52 -0.48
O 0.351 -1.087 0.671 0.02 -0.05 -0.32 -0.33
C 1.344 -0.170 0.602 0.22 0.32 -0.19 0.08
N 1.309 0.862 -0.124 0.43 -0.27 0.16 -0.56
H -1.586 0.696 0.703 -0.06 -0.12 -0.08 0.31
H -0.448 0.959 -0.598 -1.11 -0.02 -0.19 0.39
H -2.191 0.418 -0.974 0.18 -0.11 0.07 0.31
H 2.181 -0.475 1.233 -0.16 -0.01 0.08 0.39
H 2.132 1.443 -0.079 0.33 -0.17 0.22 0.21

11
Properties=species:S:1:pos:R:3:forces:R:3:mulliken_charge:R:1 method="wB97M-V/def2-TZVPD" e_tot_ha=-322.3774 e_above_lowest_ev=5.358 spin_multiplicity=1 homo_energy_ev=-8.758 total_charge=0 gap_ev=9.5
C -0.140 0.030 0.064 0.58 -0.29 1.65 0.28
C 1.233 0.437 0.459 -0.22 1.00 0.68 -0.15
C -1.000 0.169 -1.114 0.55 2.34 -0.97 -1.09
N -0.163 -0.786 1.115 -1.98 1.17 -0.03 0.63
O -0.982 -1.478 1.720 1.21 0.10 -0.67 -0.66
O 1.127 -0.377 1.643 -0.71 -0.26 0.34 -0.36
H 1.883 -0.086 -0.144 2.12 -0.55 -1.65 0.22
H 1.567 1.478 0.664 -0.60 -0.68 -0.12 0.26
H -2.050 0.059 -0.878 -0.23 0.33 -0.01 0.33
H -0.736 -0.602 -1.781 0.12 -1.17 -1.06 0.29
H -0.739 1.157 -1.747 -0.84 -2.00 1.84 0.27

11
Properties=species:S:1:pos:R:3:forces:R:3:mulliken_charge:R:1 method="wB97M-V/def2-TZVPD" e_tot_ha=-322.4544 e_above_lowest_ev=3.265 spin_multiplicity=1 homo_energy_ev=-8.849 total_charge=0 gap_ev=9.3
O 1.587 2.336 0.114 0.01 0.16 -0.20 -0.49
C 0.871 1.159 0.290 -0.07 -0.35 0.07 -0.55
C -1.631 -1.046 -0.079 0.05 0.03 0.18 -0.27
N -0.846 -1.473 0.821 -0.23 -0.08 -0.40 -0.54
C 1.334 0.038 -0.241 0.32 -0.64 -0.40 0.74
O 1.752 -0.926 -0.758 -0.36 0.89 0.50 -0.38
H 1.262 2.767 -0.687 0.05 0.02 0.15 0.31
H 0.030 1.116 0.974 0.18 0.00 -0.13 0.38
H -2.197 -0.129 0.108 0.07 -0.12 0.00 0.30
H -1.789 -1.514 -1.058 0.06 -0.04 0.17 0.25
H -0.373 -2.328 0.515 -0.08 0.14 0.06 0.24

11
Properties=species:S:1:pos:R:3:forces:R:3:mulliken_charge:R:1 method="wB97M-V/def2-TZVPD" e_tot_ha=-322.4552 e_above_lowest_ev=3.241 spin_multiplicity=1 homo_energy_ev=-10.235 total_charge=0 gap_ev=11.0
C 0.814 1.155 0.013 -0.02 0.21 -0.91 -0.63
C 0.029 -0.736 1.457 0.05 -0.91 1.97 0.10
O -0.526 -0.824 2.438 0.03 0.11 -0.44 -0.23
N -0.781 -1.711 -0.712 0.06 0.29 -0.80 -0.60
C -0.943 -0.490 -1.001 -0.13 -0.34 0.45 0.08
O 0.011 0.479 -1.079 0.18 0.49 1.09 -0.37
H 1.788 0.665 0.125 -0.31 0.10 -0.29 0.33
H 0.477 1.386 1.050 -0.71 -0.54 -1.08 0.30
H 0.873 2.103 -0.484 0.66 0.58 -0.06 0.29
H 0.213 -1.882 -0.558 -0.12 -0.10 0.05 0.33
H -1.954 -0.144 -1.249 0.30 0.12 0.03 0.40

11
Properties=species:S:1:pos:R:3:forces:R:3:mulliken_charge:R:1 method="wB97M-V/def2-TZVPD" e_tot_ha=-322.4368 e_above_lowest_ev=3.743 spin_multiplicity=1 homo_energy_ev=-9.786 total_charge=0 gap_ev=10.1
C -1.346 -1.058 -0.630 0.55 0.56 -0.67 -0.74
N -0.628 0.338 0.183 -1.04 -1.82 -1.35 -0.52
C 0.772 0.252 0.198 -0.15 -0.46 -0.17 0.72
O 1.476 -0.680 -0.129 -0.36 0.29 0.15 -0.51
C 1.541 1.542 0.604 -0.07 0.16 -0.24 -0.03
O 1.566 2.556 -0.044 -0.23 -0.69 0.36 -0.42
H -0.555 -1.391 -1.278 0.00 -0.10 -0.45 0.31
H -1.683 -1.937 -0.013 0.64 1.12 0.10 0.34
H -2.224 -0.630 -1.104 0.31 0.08 -0.14 0.25
H -1.113 -0.384 0.723 0.49 0.84 2.56 0.31
H 2.194 1.391 1.491 -0.13 0.03 -0.15 0.28

11
Properties=species:S:1:pos:R:3:forces:R:3:mulliken_charge:R:1 method="wB97M-V/def2-TZVPD" e_tot_ha=-322.4993 e_above_lowest_ev=2.041 spin_multiplicity=1 homo_energy_ev=-10.109 total_charge=0 gap_ev=10.5
C 0.864 -0.073 -0.068 2.50 1.47 0.66 0.59
C -1.317 0.773 0.010 -0.86 0.15 2.24 -0.30
C -1.353 -0.731 0.162 0.82 -1.41 -0.74 -0.24
H 0.470 1.924 0.598 -1.31 -3.50 -4.06 0.34
H -1.658 1.187 0.995 0.55 -0.06 -0.66 0.19
H -1.991 1.238 -0.679 -0.29 -0.21 -0.96 0.29
H -2.040 -1.238 -0.520 0.44 0.03 -0.23 0.24
H -1.617 -1.134 1.167 0.71 0.54 -0.56 0.23
N 0.063 1.032 -0.275 2.13 5.73 4.30 -0.41
O 2.080 -0.004 0.170 -3.07 -1.03 -0.81 -0.60
O 0.074 -1.123 -0.202 -1.62 -1.73 0.81 -0.35

11
Properties=species:S:1:pos:R:3:forces:R:3:mulliken_charge:R:1 method="wB97M-V/def2-TZVPD" e_tot_ha=-322.4582 e_above_lowest_ev=3.161 spin_multiplicity=1 homo_energy_ev=-9.346 total_charge=0 gap_ev=10.1
C 1.710 0.331 1.030 0.20 0.00 -0.04 -0.66
N 0.290 0.337 1.341 -0.26 -0.10 -0.36 -0.41
C -0.551 0.114 0.440 0.04 0.10 0.46 0.08
O -0.157 -0.124 -0.886 -0.06 -0.06 -0.33 -0.01
C -0.973 -0.443 -1.884 -0.06 0.06 0.38 -0.28
O -2.217 -0.550 -1.418 0.13 -0.04 -0.35 -0.37
H 2.196 -0.433 1.645 -0.09 0.12 -0.06 0.26
H 2.134 1.297 1.322 -0.09 -0.13 -0.01 0.26
H 1.939 0.143 -0.023 -0.01 0.03 0.17 0.28
H -1.621 0.105 0.623 0.23 0.01 -0.02 0.42
H -2.751 -0.778 -2.191 -0.03 0.02 0.16 0.43

11
Properties=species:S:1:pos:R:3:forces:R:3:mulliken_charge:R:1 method="wB97M-V/def2-TZVPD" e_tot_ha=-322.5270 e_above_lowest_ev=1.287 spin_multiplicity=1 homo_energy_ev=-9.862 total_charge=0 gap_ev=10.8
O 0.694 0.690 -1.476 0.03 -0.09 -0.22 -0.53
C 0.725 -0.160 -0.351 0.13 -0.11 0.15 0.27
C 0.283 0.592 0.922 0.18 0.15 0.11 -0.57
N -0.991 -0.133 0.841 -0.24 -0.06 -0.05 -0.17
C -0.633 -0.885 -0.246 -0.24 -0.21 -0.19 0.27
O -1.207 -1.701 -0.922 0.17 0.34 0.22 -0.60
H 0.330 0.173 -2.209 0.12 0.14 0.03 0.33
H 1.650 -0.744 -0.296 -0.18 0.04 0.02 0.26
H 0.846 0.342 1.827 -0.05 0.10 -0.16 0.23
H 0.222 1.674 0.789 -0.04 -0.14 -0.04 0.27
H -1.918 0.153 1.122 0.11 -0.17 0.12 0.24

11
Properties=species:S:1:pos:R:3:forces:R:3:mulliken_charge:R:1 method="wB97M-V/def2-TZVPD" e_tot_ha=-322.4950 e_above_lowest_ev=2.159 spin_multiplicity=1 homo_energy_ev=-10.787 total_charge=0 gap_ev=11.5
N 2.115 1.179 1.106 -1.05 0.20 -0.04 -0.52
C 0.972 1.290 0.917 0.78 -0.05 0.26 0.64
O -0.292 1.430 0.735 0.25 0.11 0.13 -0.38
C -1.040 0.333 0.125 -0.17 -0.25 -0.18 -0.25
C -0.226 -0.940 -0.075 -0.23 -0.03 0.12 -0.56
O 0.941 -0.717 -0.819 0.18 -0.14 -0.10 -0.53
H 1.650 -0.441 -0.219 -0.08 -0.06 -0.26 0.35
H -1.409 0.717 -0.827 0.16 0.02 0.05 0.28
H -1.889 0.160 0.792 0.12 -0.01 -0.08 0.29
H -0.026 -1.414 0.897 0.07 0.09 -0.14 0.32
H -0.845 -1.631 -0.662 -0.03 0.11 0.24 0.34

11
Properties=species:S:1:pos:R:3:forces:R:3:mulliken_charge:R:1 method="wB97M-V/def2-TZVPD" e_tot_ha=-322.2913 e_above_lowest_ev=7.703 spin_multiplicity=1 homo_energy_ev="-8.504 / -8.132" total_charge=0 gap_ev="8.1 / 7.3"
O -0.259 0.159 -2.636 -0.33 0.27 -0.58 -0.34
N 0.255 -0.781 -1.804 0.33 -0.09 0.71 -0.49
C 0.402 -0.333 -0.620 0.20 -0.51 -0.71 0.74
C 0.992 -0.940 0.588 0.29 -0.79 -0.82 -0.37
O 0.701 0.158 1.283 -0.01 1.29 1.36 -0.19
C 0.153 0.858 0.206 -0.46 -0.47 0.01 -0.21
H -0.334 -0.301 -3.484 0.00 0.12 0.18 0.38
H 1.902 -1.491 0.805 -0.19 -0.03 -0.08 0.27
H -1.400 0.365 2.748 -0.05 0.06 0.01 -0.08
H -1.895 0.917 2.707 -0.01 -0.05 0.04 0.08
H -0.797 1.347 0.401 0.22 0.20 -0.13 0.21

11
Properties=species:S:1:pos:R:3:forces:R:3:mulliken_charge:R:1 method="wB97M-V/def2-TZVPD" e_tot_ha=-322.4005 e_above_lowest_ev=4.731 spin_multiplicity=1 homo_energy_ev=-10.235 total_charge=0 gap_ev=10.5
C -0.299 1.270 0.625 0.10 -2.17 -1.59 -0.90
C 0.022 0.134 -0.016 0.71 0.85 2.01 0.60
C -0.973 -0.866 -0.375 2.28 -3.89 1.41 -1.12
N 1.534 -0.127 -0.146 -3.25 2.06 -0.44 0.88
O 2.045 0.901 -0.507 2.14 0.34 -0.39 -0.53
O 2.033 -1.171 0.112 0.54 -1.28 0.20 -0.56
H 0.435 1.966 0.846 1.12 1.23 0.59 0.37
H -1.328 1.481 0.782 -0.65 0.20 0.24 0.28
H -0.533 -1.959 -0.404 -0.46 2.08 0.21 0.30
H -1.263 -0.719 -1.355 -1.52 0.44 -1.87 0.31
H -1.672 -0.909 0.439 -0.99 0.13 -0.36 0.37

11
Properties=species:S:1:pos:R:3:forces:R:3:mulliken_charge:R:1 method="wB97M-V/def2-TZVPD" e_tot_ha=-322.4510 e_above_lowest_ev=3.355 spin_multiplicity=1 homo_energy_ev=-9.339 total_charge=0 gap_ev=10.1
O 0.332 1.498 -0.756 0.27 -0.53 0.17 -0.47
C -0.167 0.662 0.226 -0.24 -0.50 0.42 0.04
C -1.338 -0.084 -0.178 -0.88 0.39 -0.04 -0.40
N -0.237 -0.957 0.118 0.06 0.64 -0.19 -0.48
C 2.005 -0.770 -0.416 1.67 -1.12 0.17 0.19
O 2.428 -1.732 0.025 -0.34 0.80 -0.38 -0.23
H 1.087 2.022 -0.452 -0.04 -0.56 0.03 0.34
H 0.054 0.987 1.239 -0.51 -0.08 -0.09 0.34
H -2.187 -0.061 0.484 -0.41 -0.18 0.00 0.30
H -1.543 -0.047 -1.241 -0.33 0.25 0.03 0.18
H -0.445 -1.486 0.983 0.76 0.90 -0.14 0.19

11
Properties=species:S:1:pos:R:3:forces:R:3:mulliken_charge:R:1 method="wB97M-V/def2-TZVPD" e_tot_ha=-322.4457 e_above_lowest_ev=3.502 spin_multiplicity=1 homo_energy_ev=-8.686 total_charge=0 gap_ev=9.5
O 1.384 -1.534 0.026 1.68 -1.80 -0.86 -0.50
C 0.799 -0.399 0.355 -0.13 2.19 -2.04 -0.02
C -0.039 1.067 -0.754 4.56 -1.71 -2.20 -0.61
N -1.034 0.860 0.100 -1.77 -1.56 4.14 -0.21
C -0.612 -0.423 0.628 -2.78 3.89 -0.42 0.40
O -1.370 -1.238 0.999 -0.80 -2.61 0.93 -0.53
H 0.915 -2.342 0.240 -0.66 0.06 -0.04 0.34
H 1.488 0.167 0.945 -0.17 0.91 0.52 0.32
H 0.729 1.790 -0.668 0.32 1.49 0.74 0.27
H -0.259 0.992 -1.799 -0.03 -0.87 -0.82 0.27
H -2.001 1.060 -0.072 -0.22 0.02 0.06 0.27

12
Properties=species:S:1:pos:R:3:forces:R:3:mulliken_charge:R:1 method="wB97M-V/def2-TZVPD" e_tot_ha=-720.5494 e_above_lowest_ev=5.363 spin_multiplicity=1 homo_energy_ev=-10.444 total_charge=0 gap_ev=10.4
C -0.327 -0.383 0.493 -2.61 0.69 2.43 0.15
C 0.222 -0.889 -0.527 3.75 0.01 -3.59 -0.28
C -1.801 -0.536 0.777 -0.52 -0.05 -0.74 -1.17
N 2.108 -0.369 -1.095 -3.32 0.49 1.20 -0.44
O 3.234 1.892 -1.315 -0.12 0.04 0.28 -0.45
O 1.240 1.720 0.158 0.58 0.86 -0.20 -0.45
S 2.181 1.115 -0.739 -0.16 -1.70 -0.43 0.91
H -0.100 0.410 1.163 1.82 0.06 0.23 0.43
H -0.174 -1.367 -1.442 0.74 -0.02 0.98 0.33
H -2.280 -1.372 0.313 -0.27 -0.34 -0.89 0.37
H -2.119 -0.648 1.800 0.63 0.27 0.70 0.34
H -2.184 0.425 0.413 -0.51 -0.31 0.04 0.27